Entry from the OMol25 dataset: a molecular structure, C30H56Al2F12N2O9P2 at a distorted geometry (ωB97M-V with the def2-TZVPD basis set).

Results
Frontier orbital gap, eV: 4.327
Electronic energy, eV: -117797.6894
HOMO energy, hartree: -0.4812

Geometry as ORCA input:
```
! wB97M-V def2-TZVPD RIJCOSX def2/J DEFGRID3
* xyz 2 1
Al 0.0052 3.9514 1.6057
Al 0.9515 -2.3263 3.7108
C -5.8068 4.1732 0.0789
C -4.8992 4.2167 1.3160
C -5.7727 3.8813 2.5605
C -6.1797 2.4254 2.7690
C -4.9449 1.4945 2.7051
C -4.0034 1.7880 1.5402
N -3.7504 3.2333 1.2997
O -2.9453 3.4874 0.3847
C -4.6089 1.1477 0.2611
C -2.6765 1.1334 1.9542
C -4.4261 5.6557 1.5444
H -6.1777 5.1775 -0.1253
H -6.6909 3.5447 0.1554
H -5.1887 3.9842 -0.8005
H -6.6382 4.5192 2.3728
H -5.3693 4.2407 3.5091
H -6.8659 2.0530 1.9999
H -6.8200 2.2987 3.6411
H -5.3182 0.4743 2.6614
H -4.5144 1.7553 3.6735
H -5.5871 1.6277 0.2390
H -4.6652 0.0647 0.3115
H -4.1036 1.4867 -0.6431
H -1.8219 1.4202 1.3423
H -2.7942 0.0544 1.8982
H -2.2760 1.4270 2.9248
H -5.2990 6.3019 1.6080
H -3.7322 6.1758 0.8813
H -3.8547 5.7198 2.4736
C 5.0577 -4.9547 0.8350
C 3.7925 -4.0191 0.6980
C 3.7162 -3.6522 -0.7960
C 3.3697 -4.8295 -1.7357
C 2.0401 -5.3850 -1.1971
C 1.8661 -5.8151 0.3177
N 2.5357 -4.7343 1.1026
O 2.3677 -4.8063 2.3446
C 2.4751 -7.2526 0.5066
C 0.3725 -5.7649 0.6329
C 3.8383 -2.6581 1.3795
H 4.7147 -5.9903 0.8189
H 5.6532 -4.8418 1.7406
H 5.7783 -4.9185 0.0196
H 4.7321 -3.3625 -1.0634
H 3.0194 -2.8915 -1.1509
H 4.1563 -5.5852 -1.6868
H 3.3004 -4.5018 -2.7705
H 1.8753 -6.2878 -1.7895
H 1.2155 -4.7220 -1.4638
H 2.9939 -7.6283 -0.3709
H 1.5755 -7.8776 0.5383
H 2.8217 -7.5848 1.4856
H -0.2060 -6.2778 -0.1325
H 0.0066 -4.7502 0.7809
H 0.3104 -6.3626 1.5440
H 4.6339 -2.0984 0.8902
H 3.9982 -2.6809 2.4560
H 2.9189 -2.1637 1.0681
P 0.4620 -0.2832 0.5146
F 1.0447 -0.4239 -0.9419
F 1.8935 -0.1920 1.2479
F 0.3767 1.3202 0.5849
F -0.1499 -0.2227 2.0144
F -1.0938 -0.4368 0.0478
F 0.5452 -1.9285 0.6510
P 1.1361 2.1460 4.2609
F 2.4559 2.3110 5.1548
F 1.1768 0.4869 4.2868
F 0.0644 2.1327 5.4585
F -0.1814 2.0122 3.2488
F 0.8423 3.7710 4.1078
F 1.9866 2.2922 2.9159
C 0.5964 2.8959 -4.1143
C -0.3922 1.8143 -3.6016
C -0.9681 2.4331 -2.3522
O 0.1334 3.1485 -1.7733
C 1.0993 3.4245 -2.7783
H 0.1297 3.6367 -4.7626
H 1.3981 2.4075 -4.6658
H 0.3016 1.0148 -3.3292
H -1.1401 1.4232 -4.2899
H -1.3520 1.7532 -1.5900
H -1.7572 3.1508 -2.6002
H 1.9973 2.8810 -2.4694
H 1.4419 4.4605 -2.7995
C 6.9195 3.1817 -0.0302
C 5.8056 2.5604 -0.8205
C 5.5092 1.1637 -0.2758
O 4.1053 1.2073 -0.1436
C 3.6216 2.4528 -0.2217
O 2.5380 2.7662 0.1740
O 4.5917 3.2776 -0.6473
H 6.8834 3.0093 1.0468
H 7.1050 4.2491 -0.1483
H 7.8642 2.7226 -0.3345
H 6.0657 2.4971 -1.8772
H 6.0599 0.9951 0.6479
H 5.6952 0.4381 -1.0672
C -3.0627 -2.2749 -1.9813
C -2.5480 -1.1491 -2.8797
C -1.4408 -1.6400 -3.8609
O -1.8521 -1.1933 -5.1153
C -3.1271 -0.8546 -5.0780
O -3.7602 -0.4871 -6.0185
O -3.6153 -0.8650 -3.8210
H -2.3530 -2.7044 -1.2720
H -3.4314 -3.0728 -2.6237
H -3.8198 -1.8402 -1.3269
H -2.2025 -0.2796 -2.3230
H -1.2144 -2.6931 -3.6895
H -0.5397 -1.0851 -3.5940
*
```

Mulliken population analysis, charges in e, atoms 1 to 8: atom 1 (Al): 0.771, atom 2 (Al): 0.998, atom 3 (C): -1.577, atom 4 (C): 1.333, atom 5 (C): -1.256, atom 6 (C): -0.797, atom 7 (C): -1.057, atom 8 (C): 2.039

Entry from the OMol25 dataset: C4H5NO3 in the gas phase at a distorted geometry (ωB97M-V with the def2-TZVPD basis set).

Results
Relative energy (zero: lowest compared OMol25 entry of this formula, charge and spin), eV: 2.1172
Frontier orbital gap, eV: 7.835
Electronic energy, eV: -11859.8838
HOMO energy, hartree: -0.2686
SMILES string: Nc1cc(O)oc1O

Geometry as ORCA input:
```
! wB97M-V def2-TZVPD RIJCOSX def2/J DEFGRID3
* xyz 0 1
N 1.7808 -1.2063 0.0281
C 0.6424 -0.5068 -0.0853
C -0.6995 -1.0726 0.0272
C -1.5146 0.0248 -0.0153
O -2.8490 0.0972 -0.0175
O -0.8231 1.1499 -0.1420
C 0.5449 0.8465 -0.1366
O 1.4037 1.8887 -0.0583
H 1.8077 -2.0087 -0.6064
H 2.6801 -0.5861 0.0607
H -0.9866 -2.0963 0.2393
H -3.1344 0.9916 -0.1151
H 1.1475 2.4781 0.8210
*
```

Mulliken population analysis, charges in e, atoms 1 to 8: atom 1 (N): -0.572, atom 2 (C): 0.525, atom 3 (C): -0.688, atom 4 (C): 0.370, atom 5 (O): -0.483, atom 6 (O): -0.370, atom 7 (C): 0.220, atom 8 (O): -0.577

Entry from the OMol25 dataset: a molecular structure, C15H30KO15 at a distorted geometry (ωB97M-V with the def2-TZVPD basis set).

Results
Relative energy (zero: lowest compared OMol25 entry of this formula, charge and spin), eV: 0.1364
Frontier orbital gap, eV: 11.535
Electronic energy, eV: -63076.0984
HOMO energy, hartree: -0.5039

Geometry as ORCA input:
```
! wB97M-V def2-TZVPD RIJCOSX def2/J DEFGRID3
* xyz 1 1
K 0.5076 -0.5031 0.6888
C 3.7560 3.2507 1.0675
O 4.7463 2.2297 1.1676
C 4.3438 0.9718 1.1651
O 3.2157 0.5911 0.9326
O 5.3917 0.2049 1.4290
C 5.1612 -1.1811 1.5976
H 3.8333 3.8595 1.9683
H 2.7615 2.8464 0.9268
H 4.0249 3.9052 0.2389
H 4.3333 -1.5454 0.9936
H 5.0057 -1.4375 2.6452
H 6.0525 -1.7123 1.2655
C 1.9397 0.7068 4.4336
O 0.5825 1.0207 4.7440
C -0.3196 0.1546 4.3024
O -0.1153 -0.7261 3.4961
O -1.4756 0.4065 4.8776
C -2.5658 -0.4444 4.5335
H 2.1467 0.9497 3.3859
H 2.1623 -0.3455 4.5949
H 2.5800 1.3269 5.0507
H -2.4018 -1.4456 4.9388
H -2.6432 -0.5614 3.4526
H -3.4452 -0.0050 4.9837
C -2.5599 2.7150 -0.3384
O -1.7714 3.1740 -1.4314
C -0.5768 2.6328 -1.5664
O -0.1180 1.7317 -0.8963
O 0.0366 3.2161 -2.5811
C 1.4178 2.8421 -2.7809
H -3.5941 2.9786 -0.5348
H -2.2013 3.1279 0.6012
H -2.5532 1.6240 -0.2755
H 1.6893 3.0806 -3.8020
H 1.5551 1.7925 -2.5421
H 2.0227 3.4628 -2.1167
C 1.0686 -3.9176 -2.2159
O 0.4289 -3.1868 -3.2509
C 0.2041 -1.8909 -3.0386
O 0.6180 -1.2526 -2.1022
O -0.5116 -1.4347 -4.0499
C -0.7721 -0.0213 -4.0553
H 0.7744 -4.9585 -2.3140
H 0.7929 -3.5928 -1.2111
H 2.1512 -3.8305 -2.3119
H 0.0129 0.4634 -4.6345
H -0.8136 0.3822 -3.0496
H -1.7281 0.1394 -4.5441
C -5.4665 -0.6860 -1.3574
O -4.2705 -0.3627 -0.6365
C -3.2626 -1.2135 -0.5757
O -2.2890 -0.9687 0.0914
O -3.4592 -2.2976 -1.3192
C -2.4686 -3.3133 -1.3353
H -6.0672 -1.3956 -0.7961
H -5.2510 -1.0940 -2.3456
H -5.9855 0.2495 -1.5425
H -1.5789 -2.9787 -0.8003
H -2.1977 -3.5258 -2.3669
H -2.8539 -4.2083 -0.8540
*
```

Mulliken population analysis, charges in e, atoms 1 to 8: atom 1 (K): 1.106, atom 2 (C): -0.579, atom 3 (O): -0.354, atom 4 (C): 0.834, atom 5 (O): -0.491, atom 6 (O): -0.348, atom 7 (C): -0.625, atom 8 (H): 0.269

Entry from the OMol25 dataset: a molecular structure, C57H69BrN6O7S2ScSiTe at a distorted geometry (ωB97M-V with the def2-TZVPD basis set).

Results
Relative energy (zero: lowest compared OMol25 entry of this formula, charge and spin), eV: 6.0547
Frontier orbital gap (alpha / beta), eV: 6.827 / 5.868
Electronic energy, eV: -211087.7055
⟨S²⟩: 0.76
HOMO energy (alpha / beta), hartree: -0.2622 / -0.2622

Geometry as ORCA input:
```
! wB97M-V def2-TZVPD RIJCOSX def2/J DEFGRID3
* xyz 0 2
Sc -0.2343 0.4858 -0.0837
N -3.7394 -1.7948 2.5458
C -3.2134 -0.1593 0.7823
N -2.2482 -0.7403 -0.1182
C -1.9480 -2.0341 -0.0136
N -0.9242 -2.5178 -0.7338
N -0.2745 -1.5010 -1.3299
C 0.4179 -1.7692 -2.3738
C 1.0852 -0.6571 -3.0365
C 1.8333 -0.8235 -4.1975
C 2.4577 0.2828 -4.7458
C 2.3274 1.5115 -4.1173
C 1.5582 1.5835 -2.9659
N 0.9271 0.5361 -2.4490
C -2.6322 -3.1261 0.7873
C -2.3910 -4.4378 0.3377
C -2.9483 -5.5546 0.9158
C -3.7943 -5.3965 2.0119
C -4.0426 -4.1396 2.4992
C -3.4653 -2.9893 1.9266
H -4.1933 -1.8163 3.4418
H -3.0042 0.9181 0.7743
H 0.4565 -2.7809 -2.7686
H 1.9352 -1.8064 -4.6376
H 3.0549 0.1844 -5.6433
H 2.8202 2.3962 -4.4946
H 1.4768 2.5013 -2.3946
H -1.7480 -4.5512 -0.5199
H -2.7394 -6.5358 0.5126
H -4.2559 -6.2548 2.4834
H -4.6857 -4.0054 3.3615
O -1.7946 2.5761 3.8027
S -3.2346 3.1362 3.1896
O -3.8199 3.9436 4.1998
O -2.8758 3.6918 1.9241
C -3.9430 1.5470 2.8711
C -5.0973 1.5576 2.1531
C -5.5217 0.5256 1.2137
C -4.6798 -0.2616 0.5258
C -2.9237 -0.6646 2.2199
C -2.9888 0.5054 3.1407
S -1.4393 1.1195 3.2162
O -0.4942 0.5427 4.1185
O -0.0477 -1.9930 2.6222
O -0.8552 1.2508 1.8458
H -5.7093 2.4526 2.1984
H -6.5845 0.4588 1.0076
H -5.0654 -0.9987 -0.1690
H -1.8996 -1.0439 2.2174
C 6.2430 -8.0708 1.0125
C 5.3713 -6.8464 1.0156
C 4.2490 -6.7628 1.8259
C 3.4302 -5.6382 1.8465
C 2.2311 -5.6778 2.7524
C 3.7564 -4.5333 1.0404
Te 2.2997 -2.8876 1.0116
N 1.6674 -0.5990 0.5947
C 2.2285 0.4219 0.0409
O 1.5262 1.5438 0.0020
C 3.5327 0.5042 -0.6739
C 3.9768 -0.5121 -1.5025
C 5.1632 -0.3724 -2.2107
C 5.9149 0.7840 -2.0816
C 5.4681 1.8132 -1.2594
C 4.2721 1.6830 -0.5761
C 2.8091 -2.2781 2.9755
C 4.0895 -1.8158 3.2701
C 5.1401 -1.5675 2.2295
C 4.4124 -1.5650 4.6043
C 3.5087 -1.7526 5.6367
C 3.8856 -1.4639 7.0614
C 2.2243 -2.1699 5.3086
C 1.8606 -2.4250 3.9973
C 0.4278 -2.7839 3.6936
C 4.8712 -4.6131 0.1981
C 5.2952 -3.5179 -0.7376
C 5.6575 -5.7637 0.2032
H 5.8166 -8.8602 1.6301
H 7.2384 -7.8456 1.3993
H 6.3679 -8.4638 0.0025
H 3.9906 -7.6044 2.4595
H 2.1130 -6.6757 3.1728
H 1.3075 -5.4338 2.2235
H 2.3359 -4.9750 3.5809
H 3.3686 -1.4003 -1.6246
H 5.4975 -1.1690 -2.8633
H 6.8438 0.8898 -2.6272
H 6.0498 2.7206 -1.1627
H 3.8975 2.4834 0.0475
H 4.7204 -1.1313 1.3209
H 5.6406 -2.4959 1.9526
H 5.8918 -0.8781 2.6126
H 5.4081 -1.2008 4.8332
H 4.9366 -1.1904 7.1422
H 3.7120 -2.3321 7.6990
H 3.2914 -0.6413 7.4628
H 1.4749 -2.2701 6.0863
H -0.1817 -2.6356 4.5906
H 0.3146 -3.8204 3.3764
H 0.2031 -1.0824 2.8340
H 4.6234 -2.6681 -0.7070
H 5.3399 -3.8821 -1.7663
H 6.2904 -3.1469 -0.4833
H 6.5215 -5.8042 -0.4533
C -2.8590 2.5386 -4.7768
C -2.3751 3.9243 -4.3176
C -3.0687 4.9896 -5.1919
C -0.8791 4.0017 -4.6624
Si -2.7711 4.1908 -2.4452
Br -1.3288 2.6419 -1.4579
C -2.2886 5.9207 -1.8200
C -3.4134 6.9074 -2.1985
C -0.9889 6.4185 -2.4697
C -2.0935 5.9869 -0.3038
C -4.5014 3.5669 -1.9172
C -5.5746 4.0938 -2.8912
C -4.5997 2.0343 -1.8805
C -4.8776 4.0569 -0.5077
H -2.5604 2.3978 -5.8197
H -3.9409 2.4282 -4.7344
H -2.4125 1.7271 -4.1986
H -2.8476 4.7688 -6.2411
H -2.6899 5.9923 -4.9948
H -4.1522 5.0093 -5.0906
H -0.7474 3.6452 -5.6882
H -0.2656 3.3716 -4.0201
H -0.4822 5.0136 -4.6207
H -3.6118 6.9529 -3.2695
H -3.1053 7.9094 -1.8846
H -4.3501 6.6878 -1.6892
H -1.0973 6.6192 -3.5349
H -0.1574 5.7249 -2.3302
H -0.7097 7.3610 -1.9904
H -2.9922 5.7323 0.2524
H -1.8177 7.0131 -0.0431
H -1.2978 5.3288 0.0393
H -5.4929 3.6690 -3.8896
H -5.5744 5.1813 -2.9804
H -6.5554 3.8047 -2.5008
H -4.3586 1.5507 -2.8259
H -5.6302 1.7713 -1.6249
H -3.9609 1.6024 -1.1111
H -5.0332 5.1340 -0.4560
H -4.1350 3.7761 0.2431
H -5.8221 3.5812 -0.2276
*
```

Mulliken population analysis, charges in e, atoms 1 to 8: atom 1 (Sc): -1.437, atom 2 (N): 0.082, atom 3 (C): 0.605, atom 4 (N): -0.742, atom 5 (C): 0.319, atom 6 (N): -1.628, atom 7 (N): 1.776, atom 8 (C): -1.110